# 1
{
  "formula": "C17H14ClCoNO2S2",
  "method": "wB97M-V/def2-TZVPD",
  "species": ["C", "C", "C", "H", "C", "C", "H", "H", "H", "H", "Co", "Cl", "C", "C", "C", "H", "C", "C", "H", "H", "H", "H", "O", "S", "O", "N", "C", "S", "C", "C", "C", "C", "C", "C", "H", "H", "H", "H"],
  "coordinates": [[1.41, -0.87, -0.61], [1.70, -0.92, -2.03], [0.56, -1.54, -2.68], [2.65, -0.63, -2.46], [-0.44, -1.78, -1.70], [0.13, -1.48, -0.44], [-0.33, -1.75, 0.51], [2.02, -0.41, 0.16], [0.50, -1.89, -3.70], [-1.41, -2.23, -1.83], [0.16, 0.19, -1.70], [0.78, 2.47, -0.80], [0.65, 2.53, -3.37], [-0.62, 1.90, -3.65], [-0.37, 0.72, -4.42], [-1.59, 2.33, -3.41], [1.06, 0.58, -4.53], [1.67, 1.64, -3.83], [2.75, 1.82, -3.73], [0.78, 3.58, -3.12], [-1.11, 0.13, -4.95], [1.58, -0.15, -5.16], [2.39, 0.51, 3.67], [1.48, -0.43, 3.04], [1.94, -1.79, 2.92], [0.86, 0.21, 1.64], [-0.44, 0.44, 1.61], [-1.30, 0.93, 0.22], [-1.06, 0.19, 2.92], [-2.41, 0.20, 3.29], [-2.80, -0.28, 4.54], [-1.82, -0.81, 5.39], [-0.47, -0.90, 5.03], [-0.12, -0.38, 3.79], [-3.12, 0.58, 2.55], [-3.85, -0.20, 4.84], [-2.13, -1.16, 6.36], [0.29, -1.35, 5.66]],
  "homo_ev": [-4.025, -4.215],
  "charge": -1,
  "e_lumo_ev": [2.8, 1.6],
  "gap_ha": [0.2502, 0.2136],
  "spin_multiplicity": 5,
  "total_energy_ha": -3500.6820
}



# 2
{
  "formula": "C17H14ClN3",
  "method": "wB97M-V/def2-TZVPD",
  "species": ["Cl", "N", "C", "C", "C", "C", "C", "C", "C", "C", "C", "C", "C", "C", "C", "C", "C", "N", "N", "C", "C", "H", "H", "H", "H", "H", "H", "H", "H", "H", "H", "H", "H", "H", "H"],
  "coordinates": [[-4.66, -0.20, -2.45], [1.80, 2.00, 2.02], [0.89, 1.10, 2.40], [-0.65, -0.01, 3.82], [-0.93, -1.06, 2.90], [3.62, 1.47, -1.27], [2.84, 0.31, -1.65], [-2.63, 0.67, -1.02], [-2.89, -1.62, -1.23], [3.43, 2.00, 0.10], [1.92, -0.27, -0.74], [-1.68, 0.51, -0.02], [-1.89, -1.92, -0.21], [-3.27, -0.44, -1.59], [2.40, 1.49, 0.88], [1.72, 0.36, 0.52], [-1.33, -0.77, 0.41], [0.11, 1.01, 3.50], [0.73, 0.09, 1.48], [-1.26, 0.08, 5.17], [-0.28, -0.93, 1.53], [-1.57, -1.90, 3.15], [4.44, 1.85, -1.93], [3.08, -0.12, -2.69], [-3.05, 1.63, -1.33], [-3.34, -2.40, -1.79], [3.81, 2.98, 0.43], [1.26, -1.16, -0.95], [-1.16, 1.46, 0.14], [-1.69, -2.97, 0.09], [0.45, 1.50, 4.30], [-0.47, -0.15, 5.89], [-1.67, 1.02, 5.23], [-2.12, -0.54, 5.21], [0.33, -1.79, 1.39]],
  "homo_ev": -7.781,
  "smiles": "CC1=C[C@@H](c2ccc(Cl)cc2)n2c(nc3ccccc32)N1",
  "e_lumo_ev": 0.7,
  "gap_ha": 0.3101,
  "total_energy_ha": -1280.6182
}



# 3
{
  "formula": "C17H14O6",
  "method": "wB97M-V/def2-TZVPD",
  "species": ["C", "C", "C", "C", "C", "C", "C", "O", "H", "C", "O", "O", "C", "H", "C", "O", "C", "C", "C", "C", "C", "C", "H", "O", "C", "O", "H", "H", "H", "H", "H", "H", "H", "H", "H", "H", "H"],
  "coordinates": [[3.34, 0.23, -1.54], [1.98, 0.84, -1.46], [1.79, 2.20, -1.26], [0.51, 2.75, -1.17], [-0.59, 1.94, -1.24], [-0.44, 0.56, -1.45], [0.85, 0.01, -1.57], [1.06, -1.30, -1.77], [0.19, -1.75, -1.83], [-1.58, -0.35, -1.38], [-1.54, -1.53, -1.67], [-2.69, 0.22, -0.87], [-3.67, -0.68, -0.40], [-4.04, -1.32, -1.21], [-3.18, -1.61, 0.72], [-3.84, -2.55, 1.06], [-1.83, -1.30, 1.25], [-0.92, -2.35, 1.33], [0.43, -2.13, 1.63], [0.81, -0.83, 1.86], [-0.12, 0.22, 1.84], [-1.44, 0.02, 1.54], [-2.13, 0.84, 1.52], [0.53, 1.39, 2.13], [1.89, 1.06, 2.28], [2.05, -0.33, 2.14], [2.24, 1.37, 3.28], [2.48, 1.58, 1.51], [1.14, -2.94, 1.65], [-1.26, -3.35, 1.11], [-4.50, -0.06, -0.03], [-1.59, 2.34, -1.15], [0.40, 3.81, -1.02], [2.65, 2.84, -1.18], [3.48, -0.45, -0.70], [3.42, -0.36, -2.45], [4.11, 0.99, -1.52]],
  "homo_ev": -8.314,
  "smiles": "Cc1cccc(C(=O)OCC(=O)c2ccc3c(c2)OCO3)c1O",
  "e_lumo_ev": 0.3,
  "gap_ha": 0.3165,
  "total_energy_ha": -1107.6666
}



# 4
{
  "formula": "C17H15ClEuO2",
  "method": "wB97M-V/def2-TZVPD",
  "species": ["C", "C", "C", "H", "C", "C", "H", "H", "H", "H", "Eu", "Cl", "C", "C", "C", "H", "C", "C", "H", "H", "H", "H", "O", "C", "O", "C", "C", "C", "C", "C", "C", "H", "H", "H", "H", "H"],
  "coordinates": [[-3.36, -1.45, -2.23], [-2.12, -1.65, -2.93], [-1.51, -0.37, -3.12], [-1.70, -2.60, -3.26], [-2.38, 0.62, -2.55], [-3.52, -0.04, -2.01], [-4.39, 0.44, -1.55], [-4.07, -2.23, -1.96], [-0.59, -0.18, -3.67], [-2.21, 1.70, -2.59], [-1.34, -0.88, -0.40], [-0.67, -3.35, -0.19], [3.38, -0.24, -1.95], [2.83, 0.98, -2.46], [2.12, 0.67, -3.66], [2.90, 1.96, -2.00], [2.24, -0.73, -3.90], [3.01, -1.30, -2.84], [3.26, -2.35, -2.72], [3.94, -0.35, -1.02], [1.59, 1.38, -4.29], [1.81, -1.27, -4.75], [-1.70, 0.62, 1.45], [-0.45, 0.60, 1.73], [0.40, 0.17, 0.86], [-0.02, 0.91, 3.13], [1.07, 0.22, 3.66], [1.24, 0.14, 5.04], [0.36, 0.81, 5.90], [-0.64, 1.64, 5.36], [-0.83, 1.68, 3.97], [1.75, -0.29, 2.97], [2.05, -0.47, 5.45], [0.45, 0.69, 6.98], [-1.28, 2.23, 6.02], [-1.62, 2.30, 3.54]],
  "homo_ev": [-0.133, -0.133],
  "charge": -2,
  "e_lumo_ev": [4.5, 4.5],
  "gap_ha": [0.1697, 0.1697],
  "spin_multiplicity": 8,
  "total_energy_ha": -1977.8826
}



# 5
{
  "formula": "C17H15F4MgN3O2S",
  "method": "wB97M-V/def2-TZVPD",
  "species": ["C", "C", "O", "O", "C", "C", "C", "C", "N", "C", "N", "C", "S", "C", "C", "C", "F", "N", "C", "C", "C", "C", "C", "C", "F", "F", "F", "H", "H", "H", "H", "H", "H", "H", "H", "H", "H", "H", "H", "H", "H", "H", "Mg"],
  "coordinates": [[-4.36, -2.69, 0.91], [-3.17, -2.31, -0.09], [-2.13, -2.92, 0.00], [-3.43, -1.25, -0.97], [-2.45, -1.21, -2.03], [-1.21, -0.40, -1.51], [-1.51, 0.90, -0.83], [-0.40, 1.78, -0.26], [-0.81, 2.96, 0.39], [0.31, 3.60, 0.88], [0.04, 4.84, 1.67], [-0.40, 4.33, 2.67], [-0.80, 3.30, 3.87], [1.74, 3.18, 0.74], [2.91, 4.05, 1.37], [3.20, 3.66, 2.88], [4.31, 2.79, 3.01], [2.09, 2.02, 0.08], [1.00, 1.29, -0.41], [1.30, -0.02, -1.10], [0.24, -0.89, -1.65], [0.60, -2.28, -2.32], [1.55, -3.07, -1.30], [1.33, -4.63, -1.30], [2.58, -5.24, -1.27], [0.67, -5.12, -2.41], [0.66, -5.06, -0.16], [-5.10, -1.83, 0.89], [-4.82, -3.63, 0.49], [-3.95, -2.81, 1.95], [-2.89, -0.61, -2.89], [-2.21, -2.23, -2.44], [-2.59, 1.23, -0.76], [2.59, 5.14, 1.38], [3.85, 3.97, 0.75], [2.28, 3.23, 3.40], [3.43, 4.62, 3.44], [2.38, -0.37, -1.16], [-0.33, -2.88, -2.51], [1.14, -2.13, -3.30], [2.61, -2.77, -1.54], [1.33, -2.65, -0.27], [-1.59, 2.10, 1.72]],
  "homo_ev": -15.856,
  "charge": 2,
  "e_lumo_ev": -9.4,
  "gap_ha": 0.2363,
  "total_energy_ha": -1968.5437
}



# 6
{
  "formula": "C17H15F4N3O2",
  "method": "wB97M-V/def2-TZVPD",
  "species": ["C", "N", "C", "C", "O", "N", "C", "C", "C", "C", "C", "C", "H", "H", "F", "H", "H", "H", "H", "H", "C", "C", "O", "N", "C", "C", "C", "C", "C", "C", "F", "F", "F", "H", "H", "H", "H", "H", "H", "H", "H"],
  "coordinates": [[2.75, 4.21, -0.46], [2.59, 2.78, -0.57], [2.30, 2.34, -1.94], [0.83, 1.92, -1.99], [-0.06, 2.72, -2.11], [0.66, 0.58, -1.81], [-0.54, -0.14, -1.65], [-0.44, -1.53, -1.56], [-1.58, -2.30, -1.37], [-2.80, -1.66, -1.26], [-2.91, -0.29, -1.34], [-1.78, 0.48, -1.54], [-1.85, 1.55, -1.60], [-3.88, 0.18, -1.25], [-3.91, -2.41, -1.08], [-1.52, -3.37, -1.30], [0.52, -2.01, -1.64], [1.49, 0.00, -1.79], [2.44, 3.16, -2.65], [2.96, 1.51, -2.23], [3.62, 1.99, 0.08], [3.05, 0.62, 0.45], [3.65, -0.42, 0.29], [1.79, 0.74, 0.96], [0.91, -0.27, 1.31], [1.26, -1.61, 1.42], [0.32, -2.57, 1.74], [-0.99, -2.20, 1.97], [-1.38, -0.86, 1.88], [-0.42, 0.09, 1.55], [-0.78, 1.38, 1.46], [-2.64, -0.50, 2.10], [-1.90, -3.13, 2.28], [0.59, -3.61, 1.83], [2.29, -1.90, 1.23], [1.40, 1.68, 0.92], [4.52, 1.85, -0.53], [3.91, 2.49, 1.01], [1.86, 4.69, -0.87], [3.64, 4.59, -0.98], [2.82, 4.48, 0.60]],
  "homo_ev": -8.400,
  "smiles": "CN(CC(=O)Nc1ccc(F)cc1)CC(=O)Nc1ccc(F)c(F)c1F",
  "e_lumo_ev": 0.6,
  "gap_ha": 0.3308,
  "total_energy_ha": -1371.0504
}



Question: Number 2 is which compound?
Answer: C17H14ClN3